Entry 1:
{"formula": "C46H120N8O17", "method": "wB97M-V/def2-TZVPD", "elements": ["C", "C", "C", "O", "C", "N", "H", "H", "H", "H", "H", "H", "H", "H", "H", "H", "H", "C", "C", "C", "O", "C", "N", "H", "H", "H", "H", "H", "H", "H", "H", "H", "H", "H", "C", "C", "C", "O", "C", "N", "H", "H", "H", "H", "H", "H", "H", "H", "H", "H", "H", "C", "C", "O", "O", "H", "H", "H", "H", "H", "H", "C", "C", "O", "O", "H", "H", "H", "H", "H", "H", "C", "O", "C", "C", "N", "C", "C", "O", "C", "H", "H", "H", "H", "H", "H", "H", "H", "H", "H", "H", "H", "H", "H", "H", "C", "O", "C", "C", "N", "C", "C", "O", "C", "H", "H", "H", "H", "H", "H", "H", "H", "H", "H", "H", "H", "H", "H", "H", "C", "O", "C", "C", "N", "C", "C", "O", "C", "H", "H", "H", "H", "H", "H", "H", "H", "H", "H", "H", "H", "H", "H", "H", "C", "O", "C", "C", "N", "C", "C", "O", "C", "H", "H", "H", "H", "H", "H", "H", "H", "H", "H", "H", "H", "H", "H", "H", "C", "O", "C", "C", "N", "C", "C", "O", "C", "H", "H", "H", "H", "H", "H", "H", "H", "H", "H", "H", "H", "H", "H", "H"], "positions_angstrom": [[13.297, 15.493, 24.834], [14.814, 15.352, 24.887], [15.598, 16.624, 25.086], [17.002, 16.201, 25.194], [18.026, 17.206, 25.305], [15.045, 14.363, 25.943], [13.155, 16.233, 24.047], [12.903, 15.806, 25.801], [12.905, 14.494, 24.640], [15.122, 14.934, 23.928], [15.296, 17.132, 26.001], [15.488, 17.235, 24.190], [17.948, 18.046, 24.615], [18.995, 16.743, 25.120], [17.940, 17.577, 26.327], [14.713, 14.738, 26.820], [16.051, 14.391, 26.030], [20.339, 11.604, 25.384], [19.061, 11.534, 24.570], [18.251, 10.286, 24.912], [18.903, 9.123, 24.416], [18.137, 7.966, 24.772], [18.337, 12.798, 24.778], [20.017, 11.857, 26.394], [21.037, 12.362, 25.028], [20.802, 10.619, 25.447], [19.273, 11.530, 23.501], [17.270, 10.364, 24.442], [18.111, 10.213, 25.991], [18.647, 7.035, 24.527], [17.254, 7.892, 24.137], [17.727, 7.935, 25.782], [18.119, 12.854, 25.763], [17.398, 12.826, 24.407], [17.336, 15.797, 21.340], [17.914, 14.474, 21.848], [18.738, 13.703, 20.845], [17.921, 13.119, 19.826], [18.633, 12.653, 18.707], [18.834, 14.817, 22.900], [16.926, 16.300, 22.215], [16.583, 15.512, 20.605], [17.975, 16.524, 20.838], [17.157, 13.770, 22.195], [19.354, 12.935, 21.313], [19.516, 14.341, 20.426], [19.064, 13.540, 18.245], [17.883, 12.223, 18.042], [19.330, 11.858, 18.973], [18.848, 13.974, 23.456], [18.357, 15.462, 23.513], [21.538, 18.022, 22.834], [21.544, 16.508, 22.689], [20.832, 16.056, 21.570], [20.445, 18.574, 23.523], [21.866, 18.526, 21.925], [22.368, 18.139, 23.531], [21.005, 16.048, 23.517], [22.580, 16.212, 22.852], [19.998, 15.685, 21.869], [19.967, 19.082, 22.864], [18.582, 9.365, 20.988], [19.996, 9.158, 21.550], [20.937, 8.949, 20.522], [18.145, 8.159, 20.529], [18.618, 10.115, 20.198], [17.848, 9.794, 21.670], [20.130, 8.395, 22.316], [20.204, 10.099, 22.060], [20.722, 8.124, 20.082], [18.722, 7.785, 19.860], [14.439, 13.082, 20.308], [13.587, 12.610, 19.229], [12.606, 13.584, 18.780], [11.688, 12.838, 17.795], [10.832, 11.799, 18.498], [9.738, 11.291, 17.705], [8.924, 10.323, 18.629], [9.554, 9.054, 18.637], [8.886, 7.969, 19.309], [14.812, 12.254, 20.911], [13.941, 13.810, 20.948], [15.306, 13.625, 19.933], [13.185, 14.351, 18.264], [12.014, 14.000, 19.595], [12.262, 12.281, 17.054], [11.118, 13.630, 17.309], [11.431, 11.076, 18.873], [10.104, 10.759, 16.827], [9.108, 12.128, 17.403], [7.928, 10.064, 18.272], [8.852, 10.658, 19.664], [9.389, 7.022, 19.111], [7.909, 7.900, 18.831], [8.808, 7.964, 20.397], [17.085, 9.079, 16.992], [15.982, 9.449, 16.224], [15.608, 10.795, 16.461], [14.665, 11.275, 15.330], [13.384, 10.713, 15.279], [12.793, 10.571, 13.959], [12.635, 11.855, 13.185], [13.779, 12.066, 12.419], [13.715, 13.302, 11.658], [17.021, 8.003, 17.158], [17.097, 9.380, 18.039], [18.017, 9.334, 16.488], [16.572, 11.294, 16.357], [15.301, 11.022, 17.482], [15.214, 11.014, 14.426], [14.607, 12.363, 15.382], [13.438, 9.777, 15.656], [11.811, 10.158, 14.192], [13.281, 9.791, 13.376], [12.345, 12.711, 13.795], [11.812, 11.854, 12.470], [13.546, 14.171, 12.293], [12.946, 13.271, 10.886], [14.601, 13.515, 11.061], [22.022, 13.456, 16.700], [21.864, 14.668, 15.982], [22.703, 14.608, 14.795], [22.682, 15.977, 14.130], [21.609, 16.095, 13.112], [21.894, 15.308, 11.931], [21.153, 15.852, 10.607], [21.172, 14.864, 9.537], [20.398, 13.628, 9.809], [21.556, 13.624, 17.671], [23.021, 13.184, 17.040], [21.536, 12.628, 16.184], [22.386, 13.860, 14.068], [23.728, 14.375, 15.083], [23.655, 16.350, 13.810], [22.591, 16.778, 14.864], [21.464, 17.072, 12.901], [21.666, 14.270, 12.170], [22.973, 15.376, 11.788], [21.648, 16.785, 10.338], [20.118, 16.155, 10.764], [20.545, 12.986, 8.940], [19.321, 13.794, 9.824], [20.668, 13.032, 10.681], [19.209, 10.602, 11.325], [18.658, 11.901, 11.587], [17.847, 11.827, 12.763], [17.124, 13.184, 12.950], [17.948, 14.407, 13.123], [18.713, 14.464, 14.399], [17.851, 14.958, 15.552], [17.093, 13.892, 16.120], [16.118, 14.318, 17.107], [18.528, 9.751, 11.314], [20.102, 10.279, 11.860], [19.566, 10.673, 10.297], [18.394, 11.565, 13.668], [17.025, 11.111, 12.781], [16.287, 13.062, 13.637], [16.498, 13.243, 12.060], [18.595, 14.369, 12.347], [19.581, 15.118, 14.314], [19.145, 13.480, 14.578], [17.174, 15.724, 15.174], [18.418, 15.374, 16.385], [15.395, 13.558, 17.405], [15.606, 15.242, 16.837], [16.698, 14.644, 17.970], [17.578, 19.927, 21.983], [18.992, 19.860, 21.700], [19.402, 20.178, 20.367], [19.129, 18.999, 19.402], [19.969, 17.802, 19.576], [19.771, 16.741, 18.577], [20.142, 17.274, 17.156], [19.099, 17.938, 16.508], [19.391, 18.085, 15.137], [17.352, 19.672, 23.018], [17.000, 19.282, 21.321], [17.283, 20.967, 21.851], [20.470, 20.392, 20.339], [18.812, 21.065, 20.138], [19.438, 19.387, 18.431], [18.081, 18.702, 19.431], [19.932, 17.461, 20.526], [18.727, 16.438, 18.651], [20.319, 15.846, 18.870], [20.393, 16.395, 16.563], [20.981, 17.952, 17.318], [18.931, 19.017, 14.806], [19.031, 17.233, 14.560], [20.470, 18.185, 15.019]], "smiles": "COC[C@H](C)N.COC[C@H](C)N.COC[C@H](C)N.COCCNCCOC.COCCNCCOC.COCCNCCOC.COCCNCCOC.COCCNCCOC.OCCO.OCCO", "homo_ev": -8.084, "homo_lumo_gap_ev": 8.547, "molar_mass_g_mol": 1057.5, "e_lumo_ev": 0.5, "charge": 0}

Entry 2:
{"formula": "C46H121F6FeN12O15S2", "method": "wB97M-V/def2-TZVPD", "elements": ["Fe", "C", "F", "F", "F", "S", "O", "O", "N", "S", "O", "O", "C", "F", "F", "F", "C", "C", "C", "O", "C", "N", "H", "H", "H", "H", "H", "H", "H", "H", "H", "H", "H", "C", "C", "C", "O", "C", "N", "H", "H", "H", "H", "H", "H", "H", "H", "H", "H", "H", "C", "C", "C", "O", "C", "N", "H", "H", "H", "H", "H", "H", "H", "H", "H", "H", "H", "C", "C", "C", "O", "C", "N", "H", "H", "H", "H", "H", "H", "H", "H", "H", "H", "H", "C", "C", "C", "O", "C", "N", "H", "H", "H", "H", "H", "H", "H", "H", "H", "H", "H", "C", "C", "C", "O", "C", "N", "H", "H", "H", "H", "H", "H", "H", "H", "H", "H", "H", "C", "C", "C", "O", "C", "N", "H", "H", "H", "H", "H", "H", "H", "H", "H", "H", "H", "C", "C", "C", "O", "C", "N", "H", "H", "H", "H", "H", "H", "H", "H", "H", "H", "H", "C", "C", "C", "O", "C", "N", "H", "H", "H", "H", "H", "H", "H", "H", "H", "H", "H", "C", "C", "C", "O", "C", "N", "H", "H", "H", "H", "H", "H", "H", "H", "H", "H", "H", "C", "C", "C", "O", "C", "N", "H", "H", "H", "H", "H", "H", "H", "H", "H", "H", "H"], "positions_angstrom": [[-0.548, 3.367, -0.963], [1.063, -0.573, -1.218], [1.180, -1.922, -0.995], [2.265, -0.154, -1.514], [0.201, -0.429, -2.275], [0.345, 0.388, 0.247], [-0.055, -0.655, 1.232], [1.473, 1.240, 0.765], [-0.896, 1.410, -0.508], [-2.104, 0.400, -0.641], [-3.057, 0.915, -1.554], [-1.844, -1.048, -0.813], [-3.076, 0.533, 1.032], [-2.303, 0.958, 1.989], [-4.024, 1.437, 0.905], [-3.621, -0.630, 1.355], [1.408, 1.722, 4.126], [2.220, 3.014, 4.104], [3.546, 2.892, 4.850], [3.248, 2.605, 6.212], [4.212, 1.680, 6.683], [2.447, 3.361, 2.707], [2.122, 0.959, 3.814], [0.532, 1.784, 3.481], [0.982, 1.473, 5.098], [1.703, 3.829, 4.610], [4.047, 3.858, 4.790], [4.238, 2.186, 4.390], [4.003, 1.349, 7.700], [5.173, 2.167, 6.514], [4.192, 0.755, 6.107], [2.627, 2.525, 2.169], [3.323, 3.863, 2.679], [4.882, 1.913, -0.439], [6.012, 1.725, 0.522], [5.566, 2.113, 1.954], [5.123, 3.448, 2.153], [5.950, 4.608, 1.877], [6.389, 0.311, 0.416], [5.224, 1.654, -1.441], [4.546, 2.949, -0.382], [4.051, 1.316, -0.064], [6.778, 2.422, 0.182], [6.446, 1.962, 2.580], [4.857, 1.431, 2.423], [6.199, 4.620, 0.816], [6.924, 4.525, 2.360], [5.476, 5.526, 2.224], [6.894, 0.139, -0.442], [7.059, -0.054, 1.078], [3.718, -2.254, 1.240], [2.870, -1.971, 2.499], [2.126, -3.179, 3.000], [2.920, -4.262, 3.464], [3.283, -5.274, 2.558], [3.762, -1.431, 3.468], [2.995, -2.645, 0.524], [4.409, -3.079, 1.414], [4.205, -1.390, 0.787], [2.154, -1.168, 2.323], [1.575, -3.587, 2.152], [1.444, -2.920, 3.810], [3.371, -4.862, 1.553], [2.548, -6.077, 2.612], [4.276, -5.685, 2.739], [4.255, -2.194, 3.908], [4.467, -0.869, 3.013], [2.492, 6.356, -1.817], [1.511, 5.161, -1.937], [2.171, 3.815, -1.623], [1.278, 2.770, -1.924], [1.459, 2.284, -3.288], [0.349, 5.361, -1.121], [3.082, 6.338, -0.900], [1.982, 7.312, -1.936], [3.315, 6.347, -2.532], [1.189, 5.157, -2.979], [2.442, 3.741, -0.569], [3.138, 3.658, -2.100], [2.161, 1.456, -3.386], [1.914, 3.019, -3.952], [0.540, 1.943, -3.765], [0.636, 5.804, -0.261], [-0.175, 6.054, -1.636], [-2.259, 0.469, -4.583], [-1.399, 0.788, -5.808], [-1.778, -0.158, -7.009], [-1.879, -1.531, -6.669], [-0.642, -2.164, -6.791], [-1.558, 2.217, -6.138], [-3.315, 0.722, -4.677], [-1.972, 1.165, -3.796], [-2.321, -0.517, -4.122], [-0.361, 0.676, -5.494], [-1.056, 0.026, -7.804], [-2.743, 0.108, -7.440], [-0.683, -3.209, -6.484], [0.171, -1.644, -6.284], [-0.442, -2.106, -7.860], [-1.488, 2.718, -5.264], [-0.762, 2.549, -6.662], [4.654, -5.401, -2.980], [3.787, -4.252, -2.400], [3.263, -3.207, -3.419], [4.349, -2.527, -4.012], [4.770, -1.313, -3.408], [2.756, -4.866, -1.532], [4.744, -6.278, -2.339], [5.655, -5.015, -3.172], [4.298, -5.585, -3.994], [4.351, -3.637, -1.699], [2.482, -2.544, -3.047], [2.658, -3.621, -4.225], [5.641, -0.866, -3.886], [5.016, -1.452, -2.355], [3.945, -0.601, -3.451], [2.018, -5.164, -2.153], [2.316, -4.155, -0.964], [-0.927, -4.304, -1.212], [-1.223, -4.190, -2.696], [-0.703, -5.224, -3.655], [0.690, -5.272, -3.745], [1.130, -5.985, -4.862], [-2.654, -4.079, -2.826], [0.161, -4.250, -1.171], [-1.280, -5.205, -0.711], [-1.241, -3.442, -0.623], [-0.857, -3.208, -2.997], [-1.174, -5.156, -4.635], [-1.009, -6.177, -3.224], [2.210, -6.100, -4.776], [1.019, -5.453, -5.806], [0.565, -6.911, -4.971], [-2.756, -3.955, -3.823], [-3.007, -3.272, -2.332], [-6.119, -3.102, 1.389], [-6.203, -3.813, 0.004], [-5.428, -2.950, -1.059], [-6.082, -1.694, -1.196], [-5.705, -0.968, -2.349], [-5.712, -5.223, 0.265], [-6.612, -2.142, 1.237], [-5.082, -2.943, 1.685], [-6.673, -3.549, 2.214], [-7.208, -3.997, -0.379], [-5.446, -3.575, -1.951], [-4.398, -2.799, -0.734], [-6.126, 0.037, -2.374], [-5.985, -1.568, -3.215], [-4.615, -0.988, -2.344], [-6.532, -5.693, 0.620], [-5.081, -5.096, 1.044], [-1.714, 3.939, 2.946], [-0.927, 4.697, 1.901], [-0.113, 5.955, 2.430], [0.668, 6.523, 1.348], [1.327, 7.760, 1.711], [-0.091, 3.778, 1.113], [-2.345, 3.207, 2.441], [-2.226, 4.704, 3.530], [-1.114, 3.407, 3.684], [-1.576, 5.102, 1.125], [0.443, 5.670, 3.322], [-0.801, 6.750, 2.717], [0.694, 8.642, 1.807], [1.984, 8.006, 0.877], [2.022, 7.629, 2.540], [0.854, 3.965, 1.417], [-0.226, 2.952, 1.678], [-0.965, -5.132, 3.408], [-2.391, -4.506, 3.084], [-2.330, -3.013, 3.102], [-1.882, -2.567, 4.383], [-1.775, -1.179, 4.431], [-2.807, -4.915, 1.766], [-0.280, -4.924, 2.585], [-1.115, -6.190, 3.623], [-0.572, -4.740, 4.345], [-3.090, -4.868, 3.838], [-3.378, -2.714, 3.083], [-1.841, -2.518, 2.263], [-0.999, -0.712, 3.824], [-1.650, -0.900, 5.477], [-2.692, -0.683, 4.113], [-2.680, -5.915, 1.713], [-2.088, -4.669, 1.101], [-7.017, 1.065, 0.831], [-6.969, 2.513, 0.395], [-6.367, 3.452, 1.404], [-7.163, 3.425, 2.593], [-6.887, 4.564, 3.413], [-6.361, 2.537, -0.877], [-6.106, 0.785, 1.359], [-7.291, 0.408, 0.005], [-7.855, 0.946, 1.518], [-7.994, 2.852, 0.241], [-6.365, 4.454, 0.975], [-5.295, 3.280, 1.508], [-7.019, 5.458, 2.803], [-5.862, 4.567, 3.785], [-7.592, 4.668, 4.237], [-6.106, 3.468, -1.174], [-5.487, 2.032, -0.844]], "homo_ev": [-4.769, -8.189], "homo_lumo_gap_ev": [4.572, 7.965], "molar_mass_g_mol": 1316.5, "spin_multiplicity": 6, "e_lumo_ev": [-0.2, -0.2], "charge": 0}

Number 1: calculated total energy -96363.69231 eV. Number 2: calculated total energy -170608.78358 eV.